Density functional theory data (ωB97M-V/def2-TZVPD) for a molecular structure, C46H63N5O2W.

XYZ file:
```
117
Properties=species:S:1:pos:R:3:forces:R:3:mulliken_charge:R:1
W -0.4869 0.9662 0.0271 0.4 0.1 -0.8 2.11
C -3.4038 2.1990 0.8663 0.0 0.0 0.0 -1.11
N -2.4756 2.0536 -0.2845 0.0 0.0 0.0 -0.43
C -2.2413 3.4282 -0.8178 0.0 0.0 0.0 -1.26
C -3.1456 1.2219 -1.3238 -0.1 0.0 0.0 -1.11
C -2.1745 0.8523 -2.4244 0.0 0.0 -0.1 -0.71
N -0.9885 0.1385 -1.8600 0.0 0.0 0.0 -0.22
C 0.1794 0.2317 -2.8136 0.0 -0.1 0.1 -0.62
C 0.6033 1.6252 -3.1670 0.1 0.1 -0.2 -0.46
C 0.8424 1.9412 -4.4946 0.0 0.1 0.1 -0.19
C 1.3662 3.1839 -4.8515 0.0 -0.1 0.0 -0.72
C 1.6649 4.0762 -3.8288 0.0 0.0 0.1 0.16
C 1.4557 3.8138 -2.4704 0.0 0.0 -0.3 -1.01
C 0.8812 2.5770 -2.1839 -0.1 -0.1 0.2 0.57
O 0.5520 2.2482 -0.8846 0.0 -0.1 0.2 -0.53
C 1.9069 4.8017 -1.3921 0.0 0.0 0.0 2.30
C 2.9977 4.1360 -0.5375 0.0 0.0 0.0 -1.53
C 0.7390 5.2379 -0.4973 0.0 0.0 0.0 -1.22
C 2.5047 6.0678 -2.0082 0.0 0.1 0.0 -2.41
C 1.6130 3.5060 -6.3247 0.0 0.0 0.0 1.94
C 2.1771 4.9111 -6.5229 0.0 0.0 0.0 -2.12
C 0.2872 3.3984 -7.0885 0.0 0.0 0.0 -1.59
C 2.6183 2.4936 -6.8914 0.0 0.0 0.0 -1.60
C -1.3263 -1.3079 -1.6780 0.0 0.0 0.0 -1.64
C -0.3449 -2.1797 -0.9214 0.0 -0.2 0.0 -0.08
C -0.5053 -3.5518 -1.1352 0.1 0.0 0.1 -0.23
C 0.2483 -4.4838 -0.4461 0.0 0.0 0.0 -0.48
C 1.1945 -4.0044 0.4656 0.0 0.0 0.0 -0.26
C 1.4269 -2.6585 0.7034 -0.1 -0.1 -0.2 -0.61
C 0.6169 -1.7562 -0.0108 0.2 0.3 0.1 0.73
O 0.7954 -0.4047 0.2266 -0.3 -0.2 0.1 -0.88
C 2.5087 -2.1942 1.6831 0.0 0.0 0.0 2.24
C 3.2275 -3.3839 2.3247 0.0 0.0 0.0 -2.36
C 1.8725 -1.3775 2.8183 0.0 0.1 0.0 -1.23
C 3.5753 -1.3624 0.9559 0.0 0.0 0.0 -1.60
C 0.1022 -5.9883 -0.6524 0.0 0.0 0.0 1.77
C -0.9633 -6.3230 -1.6947 0.0 0.0 0.0 -2.09
C -0.2905 -6.6434 0.6784 0.0 0.0 0.0 -1.55
C 1.4447 -6.5612 -1.1274 0.0 0.0 0.0 -1.57
H -4.3126 2.7071 0.5375 0.0 0.0 0.0 0.45
H -2.9271 2.7963 1.6419 0.0 0.0 0.0 0.36
H -3.6626 1.2212 1.2650 0.0 0.0 0.0 0.37
H -3.2000 3.8550 -1.1231 0.0 0.0 0.0 0.37
H -1.5538 3.4172 -1.6594 0.0 0.0 0.0 0.40
H -1.8076 4.0401 -0.0306 0.0 0.0 0.0 0.55
H -3.9979 1.7669 -1.7413 0.0 0.0 0.0 0.57
H -3.5393 0.3354 -0.8219 0.0 0.0 0.0 0.47
H -1.8004 1.7382 -2.9373 0.0 0.0 0.0 0.51
H -2.6519 0.2151 -3.1731 0.0 0.0 0.0 0.47
H -0.1174 -0.3033 -3.7199 0.0 0.0 0.0 0.64
H 0.9896 -0.3314 -2.3436 0.0 0.0 0.0 0.48
H 0.6268 1.2018 -5.2548 0.0 0.0 0.0 0.63
H 2.0888 5.0297 -4.0976 0.0 0.0 0.0 0.80
H 2.6352 3.2396 -0.0354 0.0 0.0 0.0 0.11
H 3.3474 4.8351 0.2232 0.0 0.0 0.0 0.45
H 3.8539 3.8584 -1.1531 0.0 0.0 0.0 0.39
H 0.3635 4.4130 0.1061 0.0 0.0 0.0 -0.08
H -0.0824 5.6478 -1.0892 0.0 0.0 0.0 0.31
H 1.0745 6.0203 0.1840 0.0 0.0 0.0 0.59
H 3.3816 5.8557 -2.6195 0.0 0.0 0.0 0.47
H 2.8235 6.7285 -1.2026 0.0 0.0 0.0 0.45
H 1.7824 6.6138 -2.6162 0.0 0.0 0.0 0.45
H 1.4980 5.6809 -6.1529 0.0 0.0 0.0 0.42
H 2.3256 5.0917 -7.5870 0.0 0.0 0.0 0.44
H 3.1443 5.0373 -6.0345 0.0 0.0 0.0 0.41
H -0.4460 4.1100 -6.7059 0.0 0.0 0.0 0.37
H -0.1405 2.3971 -7.0214 0.0 0.0 0.0 0.30
H 0.4467 3.6149 -8.1449 0.0 0.0 0.0 0.46
H 3.5669 2.5401 -6.3554 0.0 0.0 0.0 0.38
H 2.8131 2.7096 -7.9422 0.0 0.0 0.0 0.46
H 2.2443 1.4711 -6.8321 0.0 0.0 0.0 0.33
H -1.4482 -1.7209 -2.6843 0.0 0.0 0.1 0.76
H -2.3122 -1.3448 -1.2060 0.0 0.0 0.0 0.55
H -1.2439 -3.8768 -1.8555 0.0 0.0 0.0 0.71
H 1.7903 -4.7282 0.9993 0.0 0.0 0.0 0.61
H 2.5569 -4.0060 2.9195 0.0 0.0 0.0 0.42
H 3.9999 -3.0060 2.9939 0.0 0.0 0.0 0.46
H 3.7187 -4.0146 1.5836 0.0 0.0 0.0 0.46
H 1.0547 -1.9309 3.2867 0.0 0.0 0.0 0.33
H 1.4933 -0.4207 2.4638 0.0 0.0 0.0 -0.12
H 2.6157 -1.1725 3.5898 0.0 0.0 0.0 0.61
H 4.0564 -1.9557 0.1774 0.0 0.0 0.0 0.37
H 4.3474 -1.0636 1.6656 0.0 0.0 0.0 0.49
H 3.1703 -0.4614 0.5014 -0.1 0.0 0.0 0.12
H -1.9527 -5.9681 -1.3993 0.0 0.0 0.0 0.39
H -1.0297 -7.4043 -1.8102 0.0 0.0 0.0 0.43
H -0.7214 -5.9065 -2.6739 0.0 0.0 0.0 0.39
H -1.2489 -6.2638 1.0368 0.0 0.0 0.0 0.35
H 0.4566 -6.4696 1.4526 0.0 0.0 0.0 0.30
H -0.3838 -7.7215 0.5476 0.0 0.0 0.0 0.46
H 1.7572 -6.1073 -2.0685 0.0 0.0 0.0 0.36
H 1.3515 -7.6359 -1.2844 0.0 0.0 0.0 0.46
H 2.2374 -6.4039 -0.3965 0.0 0.0 0.0 0.33
N -2.8493 -2.2116 6.1545 0.0 0.0 0.1 0.02
C -2.8280 -2.1374 7.5303 -0.1 -0.1 -0.1 0.77
C -3.3267 -2.9833 8.5228 0.0 0.0 0.0 -1.06
C -3.1155 -2.5796 9.8192 0.0 0.0 0.1 -0.42
C -2.4358 -1.3814 10.1361 0.0 0.0 -0.1 -0.51
C -1.9482 -0.5545 9.1563 0.0 0.0 0.0 -0.81
C -2.1511 -0.9467 7.8256 0.1 0.2 -0.1 0.60
N -1.7711 -0.3182 6.6620 -0.1 -0.2 0.0 -0.52
C -2.2022 -1.0955 5.6979 0.1 0.2 -0.2 -0.29
C -1.9805 -0.7608 4.3005 0.0 0.1 0.3 1.09
C -2.4229 -1.5412 3.2313 0.0 -0.1 -0.1 -1.15
C -2.1531 -1.1525 1.9370 0.0 0.0 0.0 -0.43
N -1.4836 -0.0242 1.6660 -0.1 0.1 0.1 0.93
C -1.0441 0.7232 2.6977 0.1 0.1 0.4 -0.77
C -1.2611 0.4140 4.0128 0.0 -0.1 -0.2 -0.87
H -3.2663 -2.9461 5.6111 0.0 0.0 0.0 0.18
H -3.8508 -3.9006 8.2957 0.0 0.0 0.0 0.40
H -3.4796 -3.1965 10.6292 0.0 0.0 0.0 0.41
H -2.3035 -1.1185 11.1755 0.0 0.0 0.0 0.41
H -1.4281 0.3640 9.3852 0.0 0.0 0.0 0.45
H -2.9729 -2.4581 3.3870 0.0 0.0 0.0 0.41
H -2.4600 -1.7513 1.0897 0.0 0.0 0.0 0.37
H -0.4605 1.6254 2.4412 -0.1 -0.1 0.1 0.71
H -0.8925 1.0320 4.8177 0.0 0.0 0.0 0.62
```
Forces are in eV/Å.

Energy relative to the best compared isomer or geometry (same formula, charge and spin)   17.7 kJ/mol
Multiplicity   3
Charge   +2
Energy   -62084.933 eV
⟨S²⟩   2.01